(1)
6 unconnected molecules or ions with the total composition CH14O5 in a non-equilibrium geometry. Source: the Open Molecules 2025 dataset; level of theory: ωB97M-V/def2-TZVPD.

Last column: natural (NBO) charge in e.
Positions of all 20 atoms, in Å:
C  1.7163  -0.7833  2.0098  -0.864
H  2.4425  -0.0059  2.2538  0.220
H  1.2185  -1.1376  2.9533  0.209
H  2.2557  -1.7499  1.5799  0.215
H  0.8103  -0.4307  1.3511  0.216
H  -1.9685  0.8894  -0.7859  0.514
H  -2.2047  0.5447  -2.2557  0.489
O  -1.8794  0.2018  -1.4436  -0.972
H  2.5663  2.5048  -0.4237  0.475
H  1.6826  1.4364  -0.9066  0.500
O  1.6610  2.2057  -0.2592  -0.976
H  -2.3614  -1.6764  -1.0210  0.487
H  -2.7329  -2.9685  -1.7711  0.460
O  -3.0077  -2.4165  -1.0019  -0.956
H  1.0238  -1.3573  -1.4158  0.485
H  -0.0169  -0.0731  -1.3419  0.511
O  0.9726  -0.3876  -1.4665  -1.013
H  -0.0644  1.8562  0.8289  0.506
H  -1.0775  1.3948  2.0255  0.477
O  -1.0361  1.9529  1.0904  -0.984

Values from the calculation:
LUMO energy in eV: 0.3520
SMILES: C.O.O.O.O.O
Largest force on an atom in Eh/bohr: 0.084
Energy above the lowest of the compared OMol25 structures with the same formula, charge and spin in kcal per mole: 26.61
Highest occupied orbital energy in Ha: -0.40677
Energy in eV: -11501.2442

(2)
A single C5H10O2 molecule. Source: the Open Molecules 2025 dataset; level of theory: ωB97M-V/def2-TZVPD.

Last column: natural (NBO) charge in e.
Positions of all 17 atoms, in Å:
C  2.6361  -0.3133  0.3916  -0.247
O  1.4862  0.3280  -0.1016  -0.544
C  0.3532  -0.5036  -0.0440  -0.043
C  -0.8620  0.2266  -0.6232  -0.352
C  -2.1530  -0.5144  -0.2998  -0.607
C  -0.9113  1.6635  -0.1371  0.447
O  -1.8659  2.1489  0.4249  -0.524
H  2.4709  -0.7153  1.4036  0.167
H  3.4346  0.4312  0.4330  0.197
H  2.9452  -1.1422  -0.2644  0.167
H  0.1477  -0.7877  1.0022  0.165
H  0.5286  -1.4348  -0.6086  0.170
H  -0.7192  0.2913  -1.7124  0.222
H  -3.0124  -0.0110  -0.7487  0.229
H  -2.1200  -1.5448  -0.6689  0.208
H  -2.3221  -0.5363  0.7817  0.218
H  -0.0053  2.2626  -0.3480  0.127

Values from the calculation:
LUMO energy in eV: 0.8767
SMILES: COC[C@@H](C)C=O
Largest force on an atom in Eh/bohr: 0.010
Energy above the lowest of the compared OMol25 structures with the same formula, charge and spin in kcal per mole: 41.16
Highest occupied orbital energy in Ha: -0.35265
Energy in eV: -9441.2582

(3)
7 unconnected molecules or ions with the total composition C6H26O7 in a non-equilibrium geometry. Source: the Open Molecules 2025 dataset; level of theory: ωB97M-V/def2-TZVPD.

Last column: natural (NBO) charge in e.
Positions of all 39 atoms, in Å:
C  8.2134  6.9880  8.7014  -0.631
C  9.2552  7.5060  7.6926  -0.056
O  9.1791  6.8873  6.3914  -0.781
H  8.3123  5.9429  8.7934  0.208
H  7.2198  7.2511  8.4225  0.200
H  8.5830  7.4361  9.5670  0.214
H  10.2474  7.2954  8.0101  0.171
H  9.1751  8.6071  7.6708  0.165
H  8.5689  7.3696  5.8235  0.507
C  5.4468  9.5165  9.0489  -0.628
C  6.3738  10.1788  8.0888  -0.059
O  7.5088  10.6192  8.8243  -0.744
H  4.4840  9.3611  8.5692  0.209
H  5.3228  10.1447  9.9064  0.214
H  5.8874  8.5700  9.3507  0.207
H  5.8918  11.0323  7.5316  0.166
H  6.7343  9.4329  7.3274  0.154
H  7.9305  11.2674  8.2756  0.474
C  9.3984  10.5404  5.5497  -0.648
C  8.2899  11.4032  5.1345  -0.059
O  7.7997  12.2882  6.1359  -0.752
H  9.3102  9.6134  4.9238  0.228
H  9.2715  10.2251  6.5625  0.218
H  10.3585  10.9958  5.3481  0.212
H  7.3716  10.8936  4.9100  0.168
H  8.5245  11.9568  4.2265  0.163
H  8.4119  13.0011  6.3834  0.471
O  4.7703  5.7674  6.0187  -0.965
H  5.4845  5.2215  6.4150  0.499
H  4.1593  5.8704  6.7414  0.466
O  7.3742  4.6697  6.4007  -1.003
H  7.4628  4.0251  5.7212  0.476
H  8.1772  5.2672  6.3727  0.516
O  5.1081  9.6619  5.3221  -0.951
H  5.2090  10.6003  5.1160  0.479
H  4.3051  9.3913  4.8725  0.484
O  6.9053  7.4436  5.0692  -1.006
H  6.4368  6.8849  5.7374  0.512
H  6.5381  8.3113  4.9245  0.500

Values from the calculation:
LUMO energy in eV: 0.3539
SMILES: CCO.CCO.CCO.O.O.O.O
Largest force on an atom in Eh/bohr: 0.050
Energy above the lowest of the compared OMol25 structures with the same formula, charge and spin in kcal per mole: 39.17
Highest occupied orbital energy in Ha: -0.36186
Energy in eV: -20975.6186

(4)
A molecular structure, C23H20N4O4OsPS3 in a non-equilibrium geometry. Source: the Open Molecules 2025 dataset; level of theory: ωB97M-V/def2-TZVPD.

Last column: natural (NBO) charge in e.
Positions of all 56 atoms, in Å:
Os  0.0467  -0.2044  0.1401  0.968
O  -0.6464  0.8193  3.8998  -0.861
S  -0.4558  1.1744  2.5438  2.395
O  0.9183  1.1153  1.9491  -0.918
O  -1.3153  0.3723  1.5837  -0.933
C  -0.9842  2.8116  2.2027  -0.264
C  -1.6034  3.6056  3.1461  -0.182
C  -1.9896  4.8898  2.7824  -0.174
C  -1.7510  5.3514  1.4971  -0.177
C  -1.1149  4.5473  0.5576  -0.175
C  -0.7193  3.2643  0.9031  -0.364
P  0.0989  2.1961  -0.3368  1.140
C  -0.9749  2.5218  -1.7798  -0.399
C  -0.6230  3.3145  -2.8670  -0.192
C  -1.5367  3.5304  -3.8922  -0.194
C  -2.8022  2.9699  -3.8300  -0.181
C  -3.1647  2.1891  -2.7376  -0.230
C  -2.2536  1.9600  -1.7210  -0.152
C  1.6918  2.9241  -0.7127  -0.438
C  2.2791  3.8535  0.1406  -0.103
C  3.5103  4.4013  -0.1867  -0.214
C  4.1585  4.0131  -1.3495  -0.161
C  3.5733  3.0850  -2.2032  -0.203
C  2.3449  2.5340  -1.8849  -0.198
H  -1.7683  3.2174  4.1426  0.255
H  -2.4798  5.5267  3.5059  0.238
H  -2.0689  6.3473  1.2192  0.236
H  -0.9310  4.9237  -0.4411  0.235
H  0.3565  3.7708  -2.9167  0.233
H  -1.2558  4.1433  -4.7382  0.232
H  -3.5133  3.1526  -4.6248  0.230
H  -4.1595  1.7657  -2.6796  0.224
H  -2.5319  1.3536  -0.8641  0.213
H  1.7817  4.1431  1.0571  0.220
H  3.9653  5.1317  0.4682  0.233
H  5.1255  4.4327  -1.5926  0.232
H  4.0725  2.7966  -3.1187  0.233
H  1.8840  1.8152  -2.5521  0.226
S  0.8122  -1.8988  1.6614  0.059
C  2.3779  -1.2725  1.7017  0.012
N  3.4611  -0.8765  1.7251  -0.280
C  -3.6273  -2.4248  -3.2752  -0.408
N  -2.7684  -2.2659  -2.1062  -0.299
C  -2.7774  -3.0554  -0.9781  -0.050
C  -1.8249  -2.5632  -0.1493  -0.066
N  -1.2389  -1.4789  -0.7694  -0.453
C  -1.8345  -1.3269  -1.9422  0.222
H  -4.1147  -3.3934  -3.2236  0.235
H  -3.0336  -2.3724  -4.1842  0.231
H  -4.3895  -1.6485  -3.2972  0.224
H  -3.4462  -3.8909  -0.8726  0.246
H  -1.5218  -2.9103  0.8214  0.247
H  -1.5930  -0.5728  -2.6736  0.243
O  1.9074  -0.5398  -3.5502  -0.865
S  2.3260  -0.9103  -2.2104  1.487
N  1.3143  -0.6188  -1.1370  -0.815

Values from the calculation:
LUMO energy (spin up / spin down) in eV: -5.4192 / -5.1221
Largest force on an atom in Eh/bohr: 0.073
Energy above the lowest of the compared OMol25 structures with the same formula, charge and spin in kcal per mole: 23.63
Total charge: +1
Highest occupied orbital energy (spin up / spin down) in Ha: -0.43155 / -0.42453
Energy in eV: -82580.9661

(5)
2 unconnected molecules or ions with the total composition C2H5Cl2N2 in a non-equilibrium geometry. Source: the Open Molecules 2025 dataset; level of theory: ωB97M-V/def2-TZVPD.

Last column: natural (NBO) charge in e.
Positions of all 11 atoms, in Å:
C  -0.1883  -0.2491  -0.3129  0.375
C  3.0296  -1.0386  -1.7366  -0.164
N  -1.1942  0.1244  0.4287  -0.732
N  1.0272  0.1607  -0.2178  -0.745
Cl  4.4814  -1.5674  -1.0739  0.203
Cl  3.0115  -0.8920  -3.4145  0.187
H  -0.2169  -1.2711  -0.8140  0.216
H  -1.9913  -0.4174  0.6024  0.427
H  -1.2271  1.0255  0.9179  0.421
H  1.7614  -0.4453  -0.9776  0.390
H  1.4345  0.8911  0.3457  0.420

Values from the calculation:
LUMO energy in eV: -5.3744
Largest force on an atom in Eh/bohr: 0.064
Energy above the lowest of the compared OMol25 structures with the same formula, charge and spin in kcal per mole: 54.42
Total charge: +1
Highest occupied orbital energy in Ha: -0.51735
Energy in eV: -30170.8368

(6)
A molecular structure, C34H17IN6O4S2SeW. Source: the Open Molecules 2025 dataset; level of theory: ωB97M-V/def2-TZVPD.

Last column: natural (NBO) charge in e.
Positions of all 66 atoms, in Å:
W  0.4442  0.3518  0.0311  1.679
Se  -5.4136  5.1493  1.9275  1.053
N  -4.4645  4.9281  0.4346  -0.572
C  -3.5604  4.0252  0.7113  0.090
C  -2.5531  3.5716  -0.2614  -0.075
C  -2.4356  4.0693  -1.5589  -0.058
C  -1.4253  3.6020  -2.3709  -0.224
C  -0.5386  2.6535  -1.8785  0.107
N  -0.6547  2.1719  -0.6393  -0.499
C  -1.6565  2.6115  0.1471  0.261
C  -1.6940  2.0402  1.4787  0.172
N  -0.7796  1.0917  1.7294  -0.486
C  -0.6693  0.5716  2.9486  0.109
C  -1.5108  0.9763  3.9759  -0.223
C  -2.4859  1.9168  3.7166  -0.063
C  -2.5801  2.4709  2.4389  -0.073
C  -3.5639  3.4930  2.0440  0.160
N  -4.4712  3.9588  2.8612  -0.588
H  -3.1368  4.8195  -1.9027  0.267
H  -1.2967  3.9693  -3.3788  0.261
H  0.2889  2.2953  -2.4706  0.243
H  0.0867  -0.1864  3.0982  0.237
H  -1.3931  0.5362  4.9555  0.261
H  -3.1730  2.2433  4.4874  0.267
S  2.3109  -1.0845  0.3910  0.305
C  1.7953  -2.3917  -0.6010  -0.200
C  2.1530  -3.7086  -0.2735  -0.152
C  1.6792  -4.7523  -1.0317  -0.105
C  1.9940  -6.1060  -0.6410  0.231
N  2.2229  -7.1837  -0.3195  -0.189
C  0.8490  -4.4987  -2.1504  -0.013
C  0.5049  -3.2119  -2.4864  -0.182
C  0.9870  -2.1355  -1.7262  -0.172
S  0.6758  -0.4995  -2.2294  0.150
C  0.3058  -5.5870  -2.9324  0.213
N  -0.1836  -6.4362  -3.5299  -0.191
H  2.7704  -3.9166  0.5905  0.261
H  -0.1347  -3.0380  -3.3414  0.261
O  -0.3209  -1.3813  0.8678  -0.669
C  -1.3722  -1.3944  0.0963  0.811
O  -1.5520  -0.2463  -0.4299  -0.636
C  -2.1028  -2.5808  -0.2356  -0.182
C  -3.0066  -2.5592  -1.3008  -0.135
C  -3.6092  -3.7416  -1.6865  -0.212
C  -3.3147  -4.9203  -1.0045  -0.109
C  -2.4315  -4.9341  0.0724  -0.214
C  -1.8156  -3.7603  0.4584  -0.141
H  -3.2096  -1.6336  -1.8230  0.238
H  -4.3038  -3.7565  -2.5148  0.246
H  -3.7764  -5.8468  -1.3203  0.246
H  -2.2227  -5.8587  0.5934  0.248
H  -1.1131  -3.7512  1.2819  0.236
I  8.2648  4.0341  0.6368  0.293
C  6.3426  3.3273  0.4763  -0.101
C  5.7888  3.1354  -0.7915  -0.248
C  4.5009  2.6571  -0.9018  -0.095
C  3.7748  2.3791  0.2602  -0.254
C  4.3280  2.5788  1.5294  -0.098
C  5.6190  3.0492  1.6375  -0.250
C  2.4499  1.8690  0.1567  0.827
O  1.8619  1.6027  -0.9451  -0.647
O  1.6853  1.5291  1.1665  -0.655
H  6.3689  3.3574  -1.6756  0.251
H  4.0612  2.4915  -1.8761  0.241
H  3.7484  2.3684  2.4185  0.238
H  6.0639  3.2055  2.6098  0.250

Values from the calculation:
LUMO energy (spin up / spin down) in eV: -8.7030 / -8.6915
Largest force on an atom in Eh/bohr: 0.015
Total charge: +2
Highest occupied orbital energy (spin up / spin down) in Ha: -0.49496 / -0.49496
Energy in eV: -149595.4821

Repeat the second record exactly.
A single C5H10O2 molecule. Source: the Open Molecules 2025 dataset; level of theory: ωB97M-V/def2-TZVPD.

Last column: natural (NBO) charge in e.
Positions of all 17 atoms, in Å:
C  2.6361  -0.3133  0.3916  -0.247
O  1.4862  0.3280  -0.1016  -0.544
C  0.3532  -0.5036  -0.0440  -0.043
C  -0.8620  0.2266  -0.6232  -0.352
C  -2.1530  -0.5144  -0.2998  -0.607
C  -0.9113  1.6635  -0.1371  0.447
O  -1.8659  2.1489  0.4249  -0.524
H  2.4709  -0.7153  1.4036  0.167
H  3.4346  0.4312  0.4330  0.197
H  2.9452  -1.1422  -0.2644  0.167
H  0.1477  -0.7877  1.0022  0.165
H  0.5286  -1.4348  -0.6086  0.170
H  -0.7192  0.2913  -1.7124  0.222
H  -3.0124  -0.0110  -0.7487  0.229
H  -2.1200  -1.5448  -0.6689  0.208
H  -2.3221  -0.5363  0.7817  0.218
H  -0.0053  2.2626  -0.3480  0.127

Values from the calculation:
LUMO energy in eV: 0.8767
SMILES: COC[C@@H](C)C=O
Largest force on an atom in Eh/bohr: 0.010
Energy above the lowest of the compared OMol25 structures with the same formula, charge and spin in kcal per mole: 41.16
Highest occupied orbital energy in Ha: -0.35265
Energy in eV: -9441.2582

> energy of number 2 (C5H10O2)?

-9441.2582 eV

> energy of number 6 (C34H17IN6O4S2SeW)?

-149595.4821 eV

> What is the formula in the first record?

CH14O5